Formula: C40H32ClIN6O3RhTe
Source: OMol25
Level of theory: wB97M-V/def2-TZVPD

Each line ends with the Löwdin charge.
Positions of all 85 atoms, in Å:
Rh 0.257 -0.083 0.001  1.1077
C 0.658 -3.893 1.928  -0.0363
C 0.084 -3.763 3.200  -0.0370
C -0.474 -2.564 3.534  0.0137
C -0.420 -1.463 2.639  -0.3119
N 0.152 -1.608 1.401  -0.0285
C 0.646 -2.810 1.081  -0.2126
N -0.890 -0.318 3.098  0.1809
C -0.928 0.849 2.504  -0.2610
N -0.719 1.082 1.154  -0.0380
C -0.791 2.449 0.944  -0.2671
N -0.589 3.075 -0.189  0.1745
C -0.217 2.590 -1.357  -0.3083
C -0.228 3.504 -2.446  0.0129
C 0.016 3.077 -3.717  -0.0389
C 0.277 1.713 -3.913  -0.0381
C 0.326 0.881 -2.821  -0.1467
N 0.125 1.275 -1.557  -0.0021
C -1.110 3.100 2.174  -0.1059
C -1.303 4.440 2.493  0.0131
C -1.554 4.749 3.812  -0.0487
C -1.590 3.758 4.801  -0.0534
C -1.411 2.424 4.498  0.0064
C -1.186 2.090 3.164  -0.1003
H 1.081 -4.827 1.604  0.1124
H 0.078 -4.590 3.894  0.1177
H -0.953 -2.385 4.482  0.1188
H 1.068 -2.919 0.092  0.0652
H -0.464 4.529 -2.210  0.1185
H -0.007 3.761 -4.550  0.1174
H 0.433 1.318 -4.901  0.1103
H 0.515 -0.172 -2.982  0.0676
H -1.251 5.195 1.726  0.1208
H -1.729 5.775 4.094  0.1118
H -1.768 4.050 5.824  0.1117
H -1.438 1.662 5.260  0.1213
C -3.219 -1.546 -2.126  -0.3840
Te -1.230 -2.286 -1.655  1.5946
C -1.344 -2.960 -3.714  -0.3342
C -2.800 -3.106 -4.023  -0.2941
C -3.248 -3.921 -5.055  -0.0320
C -4.600 -3.997 -5.344  -0.0697
C -5.512 -3.262 -4.603  -0.0689
C -5.073 -2.465 -3.558  -0.0346
C -3.720 -2.390 -3.259  -0.3019
H -3.157 -0.497 -2.432  0.0658
H -3.885 -1.607 -1.267  0.0616
H -0.803 -3.900 -3.816  0.0731
H -0.876 -2.222 -4.369  0.0758
H -2.537 -4.497 -5.629  0.1173
H -4.942 -4.634 -6.146  0.1081
H -6.567 -3.314 -4.830  0.1083
H -5.781 -1.899 -2.969  0.1174
I 2.885 3.083 4.781  0.8973
C 3.003 1.426 3.484  -0.6768
C 3.788 0.324 3.786  -0.0990
C 3.824 -0.714 2.869  -0.0173
C 3.050 -0.627 1.724  -0.1231
N 2.293 0.428 1.447  0.0638
C 2.286 1.445 2.295  -0.1999
H 4.357 0.280 4.702  0.1088
H 4.446 -1.576 3.043  0.1062
H 3.044 -1.426 0.998  0.0858
H 1.703 2.316 2.030  0.0952
C 6.151 0.948 -1.076  -0.0205
C 5.934 -0.405 -0.488  -0.1929
C 6.676 -0.858 0.583  -0.0631
C 6.493 -2.140 1.086  -0.6981
Cl 7.464 -2.690 2.398  0.6859
C 5.544 -2.982 0.526  -0.1089
C 4.776 -2.539 -0.536  -0.0242
C 4.962 -1.258 -1.056  -0.2337
O 4.281 -0.742 -2.106  -0.0254
C 3.354 -1.537 -2.791  -0.0711
C 2.039 -1.738 -1.990  -0.6688
O 1.244 -2.608 -2.379  -0.1364
O 1.877 -0.959 -1.030  -0.1467
H 6.966 1.463 -0.581  0.0830
H 5.247 1.547 -0.989  0.0872
H 6.376 0.854 -2.137  0.0915
H 7.425 -0.222 1.025  0.1151
H 5.410 -3.981 0.913  0.1096
H 4.028 -3.202 -0.948  0.1166
H 3.773 -2.503 -3.096  0.1431
H 3.086 -0.971 -3.690  0.1463

Results
E_tot	-88002.607	eV
total charge	+1
frontier orbital gap (spin up / spin down)	5.436 / 5.429	eV
relative energy (zero: lowest compared OMol25 entry of this formula, charge and spin)	2.478	eV
strongest force on any atom	3.74	eV/Å